ORCA calculation (ωB97M-V with the def2-TZVPD basis set) on a molecular structure, C26H44BFLuN5O5Si2.

Structure (XYZ):
```
85
Properties=species:S:1:pos:R:3:forces:R:3:lowdin_charge:R:1
Lu -1.4097 1.8297 -0.2032 0.14 -0.10 0.20 1.6524
C -1.4302 -4.9895 2.2957 0.01 -0.02 0.03 -0.0608
C -2.0746 -5.0307 0.9182 -0.03 0.00 -0.07 -0.1895
N -1.9143 -3.7700 0.1947 0.08 -0.06 -0.05 -0.0273
C -2.7943 -2.7734 0.4479 -0.03 0.15 0.05 0.0406
C -2.6853 -1.4958 -0.0020 -0.03 -0.20 -0.02 -0.0123
C -3.5618 -0.4590 0.6761 0.00 0.06 0.15 -0.5843
O -4.6065 -0.8147 1.1904 0.01 -0.06 -0.07 0.0616
O -3.0159 0.7017 0.7656 -0.05 0.02 -0.10 -0.1873
C -1.6483 -1.1914 -0.9357 0.28 0.14 0.05 -0.2914
O -1.4564 -0.0817 -1.4595 -0.24 -0.07 -0.20 -0.0988
C -0.6717 -2.2553 -1.1772 0.04 0.06 -0.01 -0.0432
C 0.4787 -1.9219 -1.8956 -0.04 -0.08 0.04 0.1080
C 1.5270 -2.7894 -1.9093 -0.01 0.02 0.04 -0.1861
F 2.6513 -2.4885 -2.6005 -0.02 0.02 -0.06 0.0685
C 1.5099 -3.9694 -1.1601 0.03 0.01 0.03 -0.1467
C 0.3482 -4.3390 -0.5129 -0.06 0.04 -0.03 0.0555
C -0.7658 -3.4885 -0.5272 -0.03 0.00 0.05 -0.1198
N 2.6947 -4.7161 -0.9643 -0.06 -0.01 -0.08 -0.1233
C 2.7619 -6.1327 -1.2051 -0.02 -0.03 0.01 -0.1169
C 3.3766 -6.8017 0.0478 0.06 0.02 0.08 -0.0711
N 3.9726 -5.7076 0.8900 0.00 0.00 0.02 0.0441
C 4.8757 -4.8353 0.0663 -0.01 -0.05 0.07 -0.0632
C 3.9830 -4.0635 -0.9308 0.08 0.05 -0.01 -0.1214
H -1.5491 -5.9460 2.8059 -0.01 -0.01 -0.02 0.0777
H -1.8955 -4.2176 2.9079 -0.01 0.01 0.00 0.0855
H -0.3676 -4.7535 2.2306 0.01 0.02 0.00 0.0646
H -3.1452 -5.2132 0.9999 0.00 0.00 0.03 0.1263
H -1.6746 -5.8341 0.2984 0.01 0.01 0.03 0.1141
H -3.6217 -3.0149 1.1053 0.00 0.00 0.01 0.1505
H 0.5312 -0.9589 -2.3844 0.01 0.01 -0.01 0.1448
H 0.3502 -5.2342 0.0938 0.00 -0.01 0.01 0.1031
H 3.3665 -6.3679 -2.0899 0.01 0.02 0.01 0.1347
H 1.7624 -6.5233 -1.3768 0.01 -0.01 -0.02 0.1312
H 4.1855 -7.4905 -0.1886 -0.03 -0.03 -0.01 0.1306
H 2.6387 -7.3126 0.6639 -0.02 0.01 -0.02 0.1315
H 4.4591 -6.0946 1.6969 0.01 0.00 -0.01 0.1835
H 3.2045 -5.1162 1.2224 -0.01 0.00 -0.02 0.1865
H 5.5860 -5.5028 -0.4186 0.00 0.02 -0.01 0.1331
H 5.4120 -4.1728 0.7416 0.01 0.01 -0.03 0.1363
H 4.4816 -4.0334 -1.9049 -0.01 0.01 0.02 0.1328
H 3.8487 -3.0383 -0.5913 0.00 -0.03 0.00 0.1423
N -1.0334 1.6972 2.3308 -0.09 0.07 -0.07 -0.0369
C 0.0724 0.7896 2.6553 0.02 -0.05 0.02 -0.1538
C 0.5227 0.0077 1.4143 0.00 0.08 -0.12 -0.6497
O 0.9519 -1.1409 1.5201 0.07 0.00 0.09 0.0035
O 0.4278 0.6779 0.3228 -0.05 -0.08 -0.05 -0.1847
H -0.9947 2.5478 2.8780 0.05 0.01 -0.01 0.0558
H -1.9323 1.2566 2.5011 0.01 0.01 0.08 0.0762
H -0.1578 0.1015 3.4702 -0.02 -0.02 -0.04 0.1145
H 0.9345 1.3862 2.9609 0.00 -0.02 0.02 0.1129
B -5.2312 3.6652 -2.5786 0.14 -0.12 0.01 -0.4236
C -3.9175 2.9119 -2.1236 -0.01 0.02 -0.14 -0.1980
N -2.9345 2.3830 -1.8099 -0.25 0.16 0.00 -0.0051
H -6.1664 2.9354 -2.3388 -0.03 0.00 0.00 -0.0063
H -5.1023 3.8670 -3.7674 -0.03 0.03 -0.02 -0.0058
H -5.2766 4.6959 -1.9433 0.00 0.03 0.01 -0.0059
C 0.1897 5.6996 -2.7918 0.02 -0.03 0.02 -0.1800
Si 0.4336 4.2700 -1.5942 0.07 0.02 0.03 0.3413
C 0.4145 2.6775 -2.6257 0.02 -0.15 -0.03 -0.2075
C 2.1793 4.3760 -0.8854 0.01 0.02 -0.04 -0.1857
C -0.8493 4.1644 -0.2941 -0.04 -0.09 0.22 -0.5096
Si -0.6603 5.0576 1.2845 0.05 0.13 0.00 0.3537
C -2.2192 4.8845 2.3509 -0.02 -0.04 -0.03 -0.1924
C -0.4040 6.9242 1.1262 0.02 -0.04 0.01 -0.1929
C 0.8255 4.4288 2.2890 0.00 0.02 0.02 -0.1916
H 0.9204 5.6786 -3.6044 0.01 0.00 -0.01 0.0232
H 0.2856 6.6559 -2.2727 0.00 0.01 0.01 0.0217
H -0.8086 5.6642 -3.2333 -0.02 -0.02 0.00 0.0313
H 1.1508 2.7040 -3.4338 0.00 0.07 0.00 0.0328
H -0.5625 2.4978 -3.0839 0.00 0.00 0.00 0.0210
H 0.6844 1.7956 -2.0254 -0.01 0.01 0.03 0.0013
H 2.9184 4.3469 -1.6909 0.00 0.00 -0.01 0.0253
H 2.3853 3.5405 -0.2124 -0.02 -0.02 0.01 0.0237
H 2.3387 5.3008 -0.3266 -0.02 0.02 0.01 0.0180
H -1.7945 4.5023 -0.7478 0.00 0.01 0.00 -0.0037
H -2.6708 3.8889 2.3213 0.01 0.00 0.01 0.0084
H -2.9876 5.5716 1.9879 0.01 0.01 -0.03 0.0318
H -2.0296 5.1391 3.3976 0.02 0.02 0.01 0.0263
H -1.2370 7.3837 0.5893 -0.02 -0.01 -0.01 0.0287
H 0.5093 7.1489 0.5692 0.02 0.00 -0.01 0.0159
H -0.3261 7.4087 2.1036 0.00 0.00 0.01 0.0233
H 1.0474 3.3821 2.0755 0.00 -0.02 0.00 -0.0030
H 0.6580 4.5407 3.3648 -0.01 -0.02 0.01 0.0283
H 1.7285 4.9935 2.0492 -0.01 0.03 -0.03 0.0211
```
Forces are in eV/Å.

LUMO energy in Ha: -0.0656
Energy relative to the best compared isomer or geometry (same formula, charge and spin) in kJ/mol: 39.3
Orbital gap in hartree: 0.189
E_HOMO in eV: -6.9

ORCA calculation (ωB97M-V with the def2-TZVPD basis set) on 2 unconnected molecules or ions with the total composition C7H5N3O5 at a distorted geometry.

Structure (XYZ):
```
20
Properties=species:S:1:pos:R:3:forces:R:3:lowdin_charge:R:1
C 0.2154 -1.2675 2.5865 -1.91 0.30 -4.22 -0.0466
C -0.9959 -1.7920 2.2289 3.26 1.15 2.02 -0.1166
C -0.1222 -0.8969 0.4906 0.04 -1.77 1.81 -0.2476
C -0.5085 0.9485 -1.0902 -1.01 -3.94 0.51 -0.4094
C 0.0572 -0.5805 -0.9448 -0.36 1.77 -0.92 -0.3142
C 1.7654 0.9072 -1.5681 -0.51 -1.22 -0.56 -0.5077
C -1.2472 3.1215 0.7283 -0.62 -0.32 1.64 0.0240
N 0.7508 -0.6997 1.4261 -0.34 -0.02 -0.30 0.1544
N 0.5538 1.6187 -1.4547 -0.20 1.57 0.11 0.2278
N 1.4894 -0.3815 -1.2408 -3.45 0.18 0.96 0.1994
O -1.6531 1.2617 -0.8537 0.58 0.00 -0.61 0.0619
O -0.5340 -1.5138 -1.8377 0.02 0.76 0.73 0.0716
O 2.7616 1.3640 -1.9960 1.80 0.99 -0.32 0.1429
O -1.2217 -1.5930 0.9740 -0.07 0.89 -3.37 0.1149
O -1.7498 2.6675 1.6437 0.68 0.70 -1.28 0.0507
H 0.7829 -1.1837 3.4079 1.37 -0.09 3.12 0.0665
H -1.6554 -2.2970 2.8104 -2.08 -1.37 1.23 0.0980
H 0.4037 2.6027 -1.4471 0.91 0.96 -0.34 0.1547
H 1.9061 -1.2682 -1.3317 1.75 -0.28 -0.50 0.1543
H -0.9987 -1.0179 -2.5317 0.15 -0.25 0.26 0.1209
```
Forces are in eV/Å.

LUMO energy in Ha: 0.0140
Energy relative to the best compared isomer or geometry (same formula, charge and spin) in kJ/mol: 0.0
Orbital gap in hartree: 0.362
E_HOMO in eV: -9.5